a) The following is a quantum chemistry calculation of a cluster of 8 separate species, C14H42NO10 in total, from the Open Molecules 2025 dataset.

Computed properties:
HOMO level: -6.6 eV
Total charge: -1
Spin multiplicity: 1
Gap between HOMO and LUMO: 9.5669 eV
E_LUMO: 2.957 eV

Atoms and positions in Å:
1 O 41.4430 11.5950 14.5930
2 O 43.1610 8.6470 11.9710
3 O 44.3410 11.4430 8.4970
4 O 41.2360 7.2410 13.4030
5 O 46.4690 8.4860 10.4640
6 O 38.9400 8.4930 12.8320
7 O 42.1460 13.4390 11.4520
8 O 44.7950 8.5070 14.3000
9 O 44.1750 10.4110 11.0180
10 O 42.3640 10.6460 12.2250
11 N 43.2120 9.9260 11.6690
12 C 43.4580 13.9520 11.1150
13 C 41.6450 7.5880 14.7380
14 C 44.8620 9.8690 14.4880
15 C 38.9220 9.8100 12.5140
16 C 45.8100 7.2230 10.2680
17 C 41.5080 13.1750 16.1420
18 C 40.6600 6.7720 15.6250
19 C 41.9660 12.8630 14.8170
20 C 45.5600 11.5200 6.5480
21 C 46.7960 6.2680 9.5120
22 C 45.3940 10.1040 15.8530
23 C 37.4580 10.3310 12.9030
24 C 43.0820 15.4320 10.9360
25 C 45.4160 10.8380 7.8850
26 H 44.0230 16.0710 10.9580
27 H 45.8460 9.2130 10.5130
28 H 39.6970 8.3150 13.4310
29 H 39.7190 7.0740 15.4380
30 H 42.6780 7.3910 15.1350
31 H 44.6570 11.2420 5.9120
32 H 43.6840 13.6960 10.2800
33 H 42.6820 15.6530 11.7530
34 H 43.0420 12.7350 14.7640
35 H 45.3370 10.2250 13.6550
36 H 46.3130 9.8510 15.8840
37 H 44.0160 10.4130 14.1820
38 H 41.3290 8.4930 14.6540
39 H 42.3090 12.5530 11.6320
40 H 42.1560 12.7440 16.9070
41 H 41.6530 11.3490 13.6970
42 H 44.6470 7.3510 9.8710
43 H 40.6920 5.6220 15.5660
44 H 45.8190 12.5150 6.4950
45 H 42.3280 15.6990 10.1040
46 H 45.2150 9.6510 7.9060
47 H 40.4700 13.0300 15.9940
48 H 39.1550 10.2220 11.3770
49 H 37.3500 10.3280 13.9740
50 H 45.2510 11.0690 15.9850
51 H 37.2710 11.3400 12.5430
52 H 44.7170 9.6140 16.5390
53 H 44.3360 11.3850 9.4010
54 H 36.7220 9.6610 12.3690
55 H 44.1670 13.4720 11.8530
56 H 46.4840 6.7120 8.3950
57 H 46.3170 10.8480 8.4370
58 H 44.2890 8.2660 13.3950
59 H 40.6910 7.2280 16.5470
60 H 41.5330 14.2610 16.2090
61 H 45.6290 6.8730 11.3120
62 H 39.5220 10.4730 12.9360
63 H 41.8670 7.7770 12.9480
64 H 48.0470 6.2970 9.9610
65 H 46.3870 10.9730 6.0010
66 H 41.4760 13.3340 13.8620
67 H 46.6140 5.2650 9.4790

***

b) The following is a quantum chemistry calculation of a cluster of 8 separate species, C14H42NO10 in total, from the Open Molecules 2025 dataset.

Computed properties:
HOMO level: -6.9 eV
Total charge: -1
Spin multiplicity: 1
Gap between HOMO and LUMO: 9.6830 eV
E_LUMO: 2.807 eV

Atoms and positions in Å:
1 O -1.2500 -0.1615 1.3253
2 O -2.6784 -1.5848 3.2070
3 O -1.8965 2.6379 0.6263
4 O 2.5625 2.9333 0.8365
5 O -0.8031 3.3251 -4.1858
6 O 1.5199 -3.5375 -0.0665
7 O 0.4639 1.0134 1.2253
8 O 2.6744 -0.5843 -1.3780
9 O -1.3628 -1.9337 -1.0932
10 O 0.5641 -1.0510 0.7952
11 N -0.0316 -0.0923 1.3437
12 C -1.3670 -2.7743 -3.3239
13 C 0.2937 2.2161 -2.2784
14 C 4.7013 3.8740 1.8091
15 C -3.9052 -1.1041 3.6901
16 C 3.6314 2.7812 1.7949
17 C 0.6314 -4.5901 0.1025
18 C 0.7469 -5.5862 -1.0951
19 C -3.2224 2.1541 0.6800
20 C -0.5112 3.4549 -2.7902
21 C 4.9826 -0.4599 -1.6671
22 C -4.2165 3.3967 0.7356
23 C 3.7747 -0.4867 -0.6483
24 C -1.0426 -1.5738 -2.3986
25 C -4.2576 -1.9554 4.8709
26 H 5.1292 -1.3524 -2.3933
27 H -4.2523 -2.9674 4.5497
28 H -0.0671 4.5419 -2.4257
29 H -5.2834 3.2210 0.5190
30 H -2.4779 -0.9558 2.3824
31 H -0.1600 -6.2880 -1.2221
32 H -0.7559 -2.8377 -4.2636
33 H -3.2288 1.5643 -0.2517
34 H -1.5029 -0.7320 -2.7853
35 H 1.0163 -2.7946 -0.1369
36 H -4.2531 3.9437 1.8456
37 H -4.6428 -1.2016 2.8557
38 H -0.1505 -1.4129 -2.5102
39 H 5.0060 4.0445 0.8332
40 H 3.8785 0.3549 -0.1042
41 H 5.6272 3.7191 2.4347
42 H -2.5118 -2.7488 -3.4408
43 H 3.9754 -1.3230 -0.0314
44 H -5.1974 -1.9268 5.1432
45 H 5.8904 -0.3588 -1.2342
46 H -3.6206 1.5622 1.7447
47 H 1.7213 2.3316 0.8864
48 H 4.2855 1.8591 1.8213
49 H -1.1230 4.1728 -4.4959
50 H -3.7792 -0.1425 3.8220
51 H 0.6740 2.3260 -1.1915
52 H 1.2429 2.2301 -2.8930
53 H -0.4050 -4.1046 0.1126
54 H 4.8023 0.2066 -2.4298
55 H -0.3437 1.2776 -2.4933
56 H 0.7416 -5.1364 1.0195
57 H -0.7790 -1.3054 -0.5411
58 H 3.1407 2.8286 2.7945
59 H 1.8031 -0.5659 -0.7296
60 H -1.0296 -3.6667 -2.7800
61 H -1.2003 1.9715 0.5928
62 H -1.4175 3.4601 -2.1057
63 H 1.5751 -6.1355 -0.9827
64 H 4.3446 4.9202 2.2047
65 H 0.9090 -5.3162 -2.0203
66 H -4.0489 4.2791 0.0981
67 H -3.5342 -1.8527 5.6849

***

Which of them is the least stable? Correct choice: a).